Entry 1:
{"formula": "C56H50BrCrN9O5PS", "method": "ωB97M-V with the def2-TZVPD basis set", "elements": ["Cr", "N", "C", "C", "C", "C", "C", "C", "P", "C", "C", "C", "C", "C", "C", "C", "C", "C", "C", "C", "C", "H", "H", "H", "H", "H", "H", "H", "H", "H", "H", "H", "H", "H", "H", "H", "H", "C", "N", "C", "N", "C", "N", "C", "C", "C", "C", "C", "C", "C", "N", "N", "C", "O", "C", "C", "C", "C", "C", "C", "N", "C", "N", "C", "N", "C", "H", "H", "H", "H", "H", "H", "H", "H", "H", "H", "H", "H", "H", "H", "H", "H", "C", "C", "C", "C", "H", "H", "H", "H", "H", "H", "H", "H", "H", "O", "C", "O", "C", "C", "C", "C", "S", "C", "C", "H", "H", "H", "H", "H", "Br", "C", "C", "C", "C", "C", "C", "C", "O", "O", "H", "H", "H", "H"], "positions_angstrom": [[-0.3805, 0.0493, -0.0431], [0.5699, -0.7118, -1.9077], [-0.3307, -1.0692, -2.9966], [0.1704, -1.2887, -4.2741], [-0.6794, -1.6231, -5.3153], [-2.0410, -1.7563, -5.0819], [-2.5391, -1.5504, -3.8047], [-1.6942, -1.1897, -2.7565], [-2.2903, -0.8756, -1.0473], [-3.2426, -2.4507, -0.8110], [-4.6018, -2.5981, -1.0959], [-5.2313, -3.8263, -0.9297], [-4.5145, -4.9251, -0.4770], [-3.1613, -4.7947, -0.2003], [-2.5339, -3.5677, -0.3681], [-3.6938, 0.3007, -1.2145], [-3.9591, 1.0716, -2.3428], [-4.9472, 2.0480, -2.3083], [-5.6691, 2.2776, -1.1465], [-5.4303, 1.4988, -0.0233], [-4.4540, 0.5138, -0.0629], [1.1343, 0.0709, -2.2243], [1.2219, -1.4752, -1.7618], [1.2359, -1.1868, -4.4553], [-0.2766, -1.7841, -6.3084], [-2.7113, -2.0194, -5.8920], [-3.5994, -1.6627, -3.6117], [-5.1741, -1.7495, -1.4456], [-6.2865, -3.9229, -1.1575], [-5.0079, -5.8815, -0.3480], [-2.5969, -5.6540, 0.1450], [-1.4718, -3.4660, -0.1693], [-3.3819, 0.9148, -3.2428], [-5.1417, 2.6477, -3.1896], [-6.4155, 3.0629, -1.1158], [-5.9999, 1.6649, 0.8845], [-4.2812, -0.1154, 0.8044], [-3.9263, 1.1183, 4.1939], [-2.9798, 1.1949, 3.0933], [-2.2422, 0.2302, 2.5117], [-1.4705, 0.7586, 1.5760], [-1.7855, 2.0896, 1.6490], [-2.6870, 2.3865, 2.5537], [-3.2533, 1.3465, 5.5309], [-3.5511, 2.4370, 6.3349], [-2.8919, 2.6045, 7.5489], [-1.9284, 1.7020, 7.9647], [-1.6140, 0.6175, 7.1499], [-2.2861, 0.4481, 5.9446], [-0.5795, -0.3465, 7.4952], [0.1483, -0.4808, 8.5508], [0.9802, -1.5624, 8.3281], [0.7019, -2.0104, 7.1514], [-0.2760, -1.2841, 6.5697], [1.2621, -3.1163, 6.3894], [2.3036, -3.8962, 6.8850], [2.8138, -4.9207, 6.1087], [2.2919, -5.1834, 4.8468], [1.2430, -4.4196, 4.3564], [0.6360, -4.6947, 2.9965], [0.7324, -3.5401, 2.1146], [-0.1753, -2.6087, 1.7800], [0.3713, -1.6966, 0.9922], [1.6645, -2.1407, 0.8875], [1.9132, -3.2476, 1.5484], [0.7398, -3.3862, 5.1275], [-4.3980, 0.1367, 4.1689], [-4.6821, 1.8764, 4.0109], [-2.3191, -0.8159, 2.7613], [-1.3498, 2.8259, 1.0021], [-4.2923, 3.1598, 6.0140], [-3.1308, 3.4581, 8.1707], [-1.4054, 1.8270, 8.9046], [-2.0408, -0.4036, 5.3223], [2.6970, -3.6828, 7.8713], [3.6303, -5.5242, 6.4843], [2.7092, -5.9802, 4.2421], [-0.4163, -4.9600, 3.0892], [1.1687, -5.5074, 2.5108], [-1.2125, -2.6494, 2.0782], [2.4254, -1.6298, 0.3333], [-0.0662, -2.7707, 4.7467], [3.6233, 1.9686, 3.5292], [2.6742, 2.4467, 2.4299], [1.7962, 3.5977, 2.9169], [1.8267, 1.2723, 1.9389], [4.2457, 2.7932, 3.8823], [4.2820, 1.1789, 3.1591], [3.0615, 1.5754, 4.3823], [3.2761, 2.8115, 1.5920], [1.1776, 3.2783, 3.7597], [1.1387, 3.9569, 2.1196], [2.4170, 4.4336, 3.2442], [0.8867, 1.2265, 2.4846], [2.3607, 0.3322, 2.0839], [-3.3986, 7.9753, -3.3064], [-2.6806, 7.6237, -2.2123], [-2.4762, 8.4478, -1.3640], [-2.2040, 6.2164, -2.1330], [-2.2388, 5.3093, -3.1965], [-1.8115, 4.0066, -3.0361], [-1.3161, 3.5381, -1.8041], [-0.7935, 1.8749, -1.7369], [-1.2407, 4.4770, -0.7581], [-1.6780, 5.7792, -0.9217], [-3.5222, 7.2210, -3.8873], [-2.5710, 5.6130, -4.1856], [-1.8327, 3.3218, -3.8752], [-0.8099, 4.2012, 0.1951], [-1.6168, 6.4883, -0.1049], [5.7361, 3.8564, -3.6886], [4.1439, 3.7687, -2.6511], [3.2548, 4.8331, -2.6765], [2.1088, 4.7634, -1.8993], [1.8667, 3.6601, -1.1014], [2.7446, 2.5883, -1.1076], [3.9025, 2.6450, -1.8935], [2.5364, 1.3815, -0.3066], [3.2632, 0.4412, -0.3538], [1.4383, 1.3956, 0.5467], [3.4637, 5.7025, -3.2842], [1.3955, 5.5781, -1.9228], [0.9912, 3.6098, -0.4807], [4.5891, 1.8114, -1.8707]], "e_above_lowest_ev": 0.000, "spin_multiplicity": 2, "total_charge": 0}

Entry 2:
{"formula": "C6H5As2CuF20O4", "method": "ωB97M-V with the def2-TZVPD basis set", "elements": ["Cu", "As", "F", "F", "F", "F", "F", "F", "As", "F", "F", "F", "F", "F", "F", "O", "C", "O", "O", "H", "C", "C", "C", "F", "F", "F", "F", "O", "C", "C", "F", "F", "F", "F", "H", "H", "H", "H"], "positions_angstrom": [[-0.4610, 1.5886, -0.4442], [-2.7284, 1.9356, 2.8751], [-1.6629, 1.4330, 1.4993], [-1.3961, 3.0199, 3.3573], [-3.6480, 2.5089, 4.3382], [-3.9990, 0.8418, 2.1721], [-1.9012, 0.7154, 3.9394], [-3.3782, 3.3601, 1.9581], [-3.3705, 2.8626, -2.5069], [-3.6744, 3.7622, -0.9482], [-4.4031, 3.9794, -3.4331], [-2.9427, 2.0160, -4.0516], [-2.3004, 1.7555, -1.5591], [-4.6932, 1.7258, -2.1869], [-1.9631, 3.9886, -2.6676], [0.8370, 3.5317, -0.8138], [-0.0236, 4.3147, -0.2159], [0.3862, 5.4884, -0.0986], [-1.1385, 3.9468, 0.1828], [1.4833, 4.2051, -1.0385], [1.7417, -3.7897, -0.1326], [2.2966, -4.4442, 1.1583], [2.7260, -5.9147, 1.1629], [1.7784, -6.7153, 1.6214], [3.4206, -6.2771, 0.0263], [3.5125, -3.8503, 1.3411], [1.4700, -4.1574, 2.1971], [1.8665, -2.4092, 0.0302], [2.0756, -1.7088, -1.2280], [2.3092, -0.2680, -0.8973], [2.3494, 0.5121, -2.0062], [1.3727, 0.3539, -0.1552], [3.2723, -2.0802, -1.7062], [1.1299, -2.0054, -2.1275], [0.6836, -4.0468, -0.0838], [2.1779, -4.2144, -1.0367], [3.5288, -5.9122, 1.9001], [3.2661, -0.0522, -0.4219]], "e_above_lowest_ev": 0.442, "spin_multiplicity": 2, "total_charge": -1}

Entry 3:
{"formula": "C8H14S", "method": "ωB97M-V with the def2-TZVPD basis set", "elements": ["C", "C", "C", "C", "C", "C", "C", "C", "S", "H", "H", "H", "H", "H", "H", "H", "H", "H", "H", "H", "H", "H", "H"], "positions_angstrom": [[-0.7043, 0.2437, 2.0146], [-0.1791, -0.6496, -0.2979], [-0.6807, -1.0523, 1.0793], [0.7067, 0.5170, -0.4228], [-0.2287, 1.6663, -0.3028], [0.0599, -2.1161, 1.8717], [1.6435, 0.5127, -1.6811], [-0.9203, 2.0839, -1.5076], [-1.2938, 1.7417, 1.0904], [-1.3052, 0.0827, 2.8861], [0.2683, 0.4984, 2.2188], [-0.6113, -0.9648, -1.2255], [-1.7319, -1.4183, 0.9112], [1.3387, 0.6768, 0.4444], [1.0516, -1.7207, 2.1181], [0.1332, -3.0031, 1.2346], [-0.3667, -2.2365, 2.9303], [1.0931, -0.1078, -2.3611], [2.6782, -0.0180, -1.2703], [1.8534, 1.4635, -2.0906], [-0.8641, 3.1875, -1.6029], [-1.8593, 1.5852, -1.6690], [-0.2335, 1.7822, -2.4046]], "e_above_lowest_ev": 3.164, "total_charge": 0}